200
Properties=species:S:1:pos:R:3:forces:R:3 method="wB97M-V/def2-TZVPD" largest_force_ev_per_a=3.01 gap_ev=9.396 e_homo_ev=-9.20 de_lowest_kj_mol=265.6 e_lumo_ev=0.19 total_energy_ha=-3653.96796
O 5.306403 -0.060200 5.976170 -0.13 0.25 0.07
H 5.874541 -0.285125 5.239375 0.15 -0.04 -0.25
H 5.270194 -0.858149 6.503606 -0.05 -0.22 0.15
O 7.442957 -1.585818 1.722927 -0.09 0.09 0.24
H 8.096471 -2.284036 1.682263 0.16 -0.18 0.02
H 7.254383 -1.379994 0.807335 -0.09 0.10 -0.26
O 6.920749 -0.308995 -3.519071 0.01 -0.09 0.26
H 7.616114 -0.508513 -4.145877 0.19 -0.07 -0.14
H 6.317167 0.255627 -4.001903 -0.20 0.16 -0.11
O 1.666601 2.844340 5.935457 -0.13 0.14 0.19
H 2.380043 2.206213 5.939331 0.24 -0.20 0.04
H 1.467440 2.976032 5.008512 -0.09 0.03 -0.25
O 4.044843 7.030663 -5.168818 -0.10 -0.23 -0.11
H 3.545901 7.532315 -4.524120 -0.14 0.10 0.16
H 4.856652 7.525101 -5.281595 0.25 0.10 -0.06
O 2.946523 2.496874 -6.622420 0.17 -0.18 -0.09
H 3.170920 3.401282 -6.403502 0.10 0.28 0.04
H 2.059998 2.380156 -6.280821 -0.27 -0.09 0.06
O -4.964519 5.762868 -2.828718 -0.18 -0.15 0.11
H -4.904434 5.964025 -3.762613 -0.03 0.04 -0.25
H -4.138334 6.077541 -2.461805 0.22 0.09 0.15
O -5.668305 0.914001 -2.171711 -0.19 -0.17 -0.03
H -5.567072 1.864077 -2.229610 -0.02 0.30 -0.02
H -4.782154 0.587279 -2.016085 0.23 -0.10 0.05
O -0.930564 8.685476 -0.413820 -0.10 -0.24 -0.05
H -0.249047 9.039769 -0.984992 0.18 0.07 -0.15
H -1.150684 9.408157 0.173979 -0.10 0.17 0.20
O -1.563567 0.640828 -5.815299 0.14 0.20 -0.01
H -2.338758 0.449839 -6.343351 -0.20 0.00 -0.16
H -1.456451 -0.130416 -5.258568 0.07 -0.18 0.19
C 10.460851 8.626193 -2.013893 0.38 0.41 0.83
C 9.706561 9.888728 -2.348320 0.53 2.02 -0.98
C 10.568252 11.198420 -2.118764 -0.73 0.73 1.14
O 9.837564 12.461385 -2.366668 -0.11 -1.62 -0.50
C 10.628631 13.629054 -2.232362 0.51 -1.11 0.78
N 9.416241 9.874168 -3.779685 -0.42 -0.98 -0.01
H 10.813468 8.671983 -0.983528 -0.16 -0.10 0.20
H 11.378490 8.547566 -2.596867 -0.13 -0.27 -0.36
H 9.795455 7.768390 -2.111434 0.28 -0.05 -0.24
H 8.767682 9.866416 -1.795043 0.05 0.53 0.18
H 11.472655 11.175207 -2.726708 -0.05 -0.16 -0.51
H 10.944339 11.258438 -1.097467 -0.10 -0.06 0.43
H 11.066603 13.598972 -1.234676 0.02 0.40 0.37
H 10.020527 14.527627 -2.336690 -0.03 -0.28 -0.22
H 11.495173 13.607289 -2.893226 -0.11 0.22 -0.51
H 10.262064 9.507858 -4.192604 -0.08 0.23 -0.66
H 9.198602 10.788933 -4.148378 0.12 0.09 0.07
C -4.902921 -8.838807 0.386598 -0.03 0.24 -1.29
C -4.456065 -9.896531 1.312752 0.28 -0.74 2.90
C -3.046103 -9.619157 1.945054 -0.60 0.21 -1.23
O -2.064257 -9.331667 0.913318 -0.24 -0.68 0.39
C -1.566558 -10.484677 0.198563 -0.60 0.28 0.38
N -5.390602 -10.016438 2.498294 0.73 -0.24 -0.91
H -4.195527 -8.842570 -0.442666 -0.01 0.65 -0.13
H -5.003587 -7.863618 0.863007 0.46 0.09 0.03
H -5.885295 -9.031796 -0.044445 -0.10 -0.33 0.05
H -4.408289 -10.888780 0.864147 -0.21 0.05 -0.27
H -2.757359 -10.387854 2.661876 0.16 -0.56 -0.46
H -3.171338 -8.755687 2.598398 0.35 0.55 -0.40
H -1.224210 -10.207756 -0.798553 0.24 0.53 0.26
H -2.338463 -11.223153 -0.018059 -0.27 -0.09 0.36
H -0.763939 -10.968578 0.755106 0.07 0.00 0.02
H -6.304731 -10.211078 2.115433 -0.27 -0.22 0.05
H -5.483058 -9.087905 2.884784 0.03 0.26 0.25
C 5.441752 -7.539105 -2.459902 -0.82 -0.53 0.47
C 6.439874 -8.661683 -2.768023 -0.07 0.98 -0.30
C 6.321896 -9.872997 -1.795367 -0.70 0.69 -2.17
O 6.493870 -9.587748 -0.456832 -0.19 0.41 0.88
C 6.581198 -10.759278 0.327653 1.50 -0.42 0.27
N 6.201865 -9.048857 -4.189076 0.05 -0.60 0.30
H 4.464267 -8.021422 -2.459808 -0.30 -0.16 0.21
H 5.310326 -6.795540 -3.245987 0.71 0.13 -0.05
H 5.519710 -7.044851 -1.491532 0.39 -0.04 -0.05
H 7.457662 -8.271595 -2.773941 0.12 0.00 0.44
H 7.010578 -10.614939 -2.199526 0.21 -0.39 0.30
H 5.295993 -10.202666 -1.959533 -0.29 -0.57 -0.02
H 6.473314 -10.600349 1.400601 -0.62 0.64 -0.19
H 7.617709 -11.091999 0.272663 0.26 -0.39 -0.23
H 5.975112 -11.612848 0.024078 -0.47 0.31 -0.26
H 5.738143 -9.939272 -4.299687 0.12 -0.41 0.30
H 5.553812 -8.413495 -4.632292 0.10 0.32 0.10
C -4.225609 11.633595 6.463185 -1.29 0.06 -0.88
C -4.771456 10.322592 5.786414 1.70 1.86 1.21
C -3.934654 9.883079 4.546692 -2.14 0.27 0.57
O -3.888033 10.885032 3.569285 0.20 0.69 -0.65
C -5.064326 11.009769 2.755984 0.71 0.23 0.25
N -4.741163 9.351623 6.882044 -0.45 -0.57 -1.14
H -4.393311 12.536234 5.875631 0.35 -0.13 -0.50
H -3.174537 11.588455 6.748340 -0.07 -0.20 0.06
H -4.883041 11.819528 7.312476 0.38 -0.28 0.41
H -5.819635 10.488379 5.537548 0.03 -0.03 -0.22
H -4.504420 9.062170 4.111298 0.34 -0.75 0.01
H -2.944765 9.565318 4.874189 0.13 0.19 -0.29
H -4.963279 11.929440 2.179704 0.14 0.03 0.15
H -5.976728 11.096619 3.345966 -0.04 -0.18 0.07
H -5.133169 10.201599 2.027819 -0.10 -0.33 0.15
H -3.773565 9.159449 7.098679 0.31 -0.01 0.24
H -5.061732 8.523138 6.401487 -0.20 -0.86 0.54
C 2.263501 2.207921 -0.065554 0.41 -1.17 -0.60
C 0.866480 1.615201 -0.387603 -0.16 0.55 1.14
C 0.812513 0.059901 -0.443748 0.21 0.67 -0.75
O -0.384187 -0.399780 -1.022696 -1.26 0.08 -0.34
C -0.560780 -1.795955 -0.857199 0.56 0.23 0.69
N 0.012339 2.109989 0.689028 -0.98 0.18 1.11
H 2.637563 1.930128 0.919848 -0.48 0.09 0.24
H 2.325344 3.290005 -0.181177 -0.35 -0.04 0.07
H 3.017103 1.781781 -0.727827 0.01 0.07 -0.39
H 0.495191 2.096674 -1.292270 0.31 -0.71 -0.73
H 0.885609 -0.440497 0.521836 0.49 0.48 0.41
H 1.605663 -0.273046 -1.113201 0.55 -0.09 0.18
H -1.499919 -2.147478 -1.284461 0.23 0.30 -0.31
H -0.576136 -2.057321 0.200888 -0.23 0.12 0.39
H 0.315749 -2.335642 -1.215709 -0.06 -0.19 -0.62
H -0.955093 1.820678 0.667331 -0.04 -0.97 -0.35
H -0.150291 3.105691 0.641700 0.78 0.41 -0.13
C -5.236152 -0.343682 5.733815 -0.29 0.04 -0.08
C -5.735816 -0.788055 7.109237 0.19 1.32 0.06
C -5.057698 -0.003731 8.229248 0.72 -0.38 0.41
O -5.473536 -0.534463 9.468429 -0.50 -0.26 1.41
C -5.245751 0.313421 10.610640 0.88 -0.66 -0.61
N -7.150695 -0.489812 7.262247 -0.21 -0.59 -0.30
H -5.788893 -0.807706 4.916950 -0.07 -0.44 0.14
H -4.179746 -0.562657 5.578412 0.04 0.12 0.08
H -5.450169 0.712951 5.573136 0.29 0.18 0.29
H -5.537783 -1.848277 7.266724 0.29 -0.16 0.07
H -5.301185 1.056323 8.300731 0.00 0.24 -0.95
H -3.983600 -0.157765 8.125877 0.36 0.34 0.04
H -5.420896 -0.236802 11.535133 -0.68 -0.14 -0.29
H -5.796146 1.253381 10.570184 -0.24 -0.07 -0.07
H -4.182852 0.537665 10.700350 0.26 0.31 -0.32
H -7.306597 -0.598448 8.254216 -0.41 0.08 0.31
H -7.621816 -1.280492 6.846339 -0.63 0.07 -0.20
C -2.894564 -6.149570 -9.115601 0.60 -0.41 -0.93
C -3.179511 -7.029588 -10.348872 -0.24 -0.07 -0.43
C -4.651750 -6.864410 -10.863022 1.27 -0.54 -0.30
O -4.618355 -7.187336 -12.257783 0.43 0.32 -0.13
C -5.847973 -7.093936 -12.911179 -1.12 -0.21 0.22
N -2.171919 -6.732065 -11.372361 -0.07 0.63 0.09
H -1.828227 -6.201096 -8.895667 -0.01 -0.60 0.36
H -3.501938 -6.409099 -8.248509 0.02 0.28 -0.08
H -2.948519 -5.104598 -9.420939 -0.79 0.19 0.16
H -3.042107 -8.093356 -10.154891 -0.04 -0.03 0.45
H -4.984399 -5.851318 -10.636989 -0.30 0.21 -0.39
H -5.278963 -7.597318 -10.355519 -0.30 0.11 0.18
H -6.162490 -6.080041 -13.158576 0.01 0.42 0.61
H -6.571805 -7.605586 -12.276850 -0.59 0.27 -0.04
H -5.938089 -7.576358 -13.884453 1.00 -0.49 0.06
H -2.460474 -7.082715 -12.274516 -0.16 -0.60 0.02
H -2.221001 -5.739376 -11.551981 0.28 0.53 0.15
C 4.267697 9.875281 4.309411 -0.41 0.81 -1.89
C 4.488527 11.241239 5.009743 1.18 -1.46 -0.34
C 3.684790 12.389404 4.437993 0.67 -1.04 -0.91
O 4.201048 12.708742 3.132463 0.64 0.93 0.80
C 5.474111 13.418376 3.191276 -0.48 -0.56 -0.43
N 4.274314 11.029494 6.395548 -0.81 0.13 2.22
H 4.395172 9.986186 3.232589 0.23 0.08 -0.25
H 3.224588 9.565091 4.371029 -0.22 0.10 0.46
H 4.866062 9.000735 4.564777 0.33 0.45 0.63
H 5.529445 11.560797 4.960092 0.28 -0.26 -0.45
H 3.742261 13.260444 5.090736 -0.30 -0.02 0.12
H 2.688429 11.968360 4.303509 -0.40 0.72 -0.12
H 5.501569 14.129353 2.365531 -0.14 -0.08 0.00
H 6.315923 12.735595 3.076112 -0.06 -0.24 -0.15
H 5.684453 13.960432 4.113241 -0.58 0.04 0.26
H 4.573531 10.095341 6.636224 0.61 -0.04 0.10
H 3.290641 10.930729 6.602285 -0.53 0.43 -0.04
C 2.695051 -5.339990 6.134488 0.35 -0.48 -0.12
C 3.994859 -6.080965 5.672740 -1.35 1.30 0.87
C 4.983590 -6.192298 6.832679 0.79 0.84 -0.03
O 5.259048 -4.863551 7.347057 0.52 -0.41 -0.25
C 6.272671 -4.873912 8.372646 -1.05 -1.09 -0.43
N 3.637381 -7.391950 5.139065 0.38 0.49 0.93
H 2.251370 -5.938090 6.930433 -0.05 0.20 0.23
H 1.929697 -5.250344 5.363580 0.15 -0.36 -0.42
H 2.843023 -4.305188 6.443351 0.42 -0.25 0.31
H 4.446176 -5.467479 4.892968 0.32 0.22 0.03
H 5.908368 -6.628528 6.455083 0.44 0.09 -0.30
H 4.730136 -6.893484 7.627786 -0.83 0.14 0.20
H 7.098108 -5.528285 8.092389 0.26 0.09 -0.21
H 5.791803 -5.351086 9.226559 0.27 0.24 0.54
H 6.655769 -3.882192 8.613104 -0.40 0.01 -0.25
H 4.467263 -7.689821 4.646456 -0.41 -0.52 -0.59
H 2.840113 -7.219933 4.543342 0.22 -0.50 -0.50
C -11.820770 -6.660930 -8.763184 0.63 0.39 0.86
C -11.636274 -7.490420 -7.469923 0.76 0.47 -1.62
C -10.936210 -6.655913 -6.333791 -0.95 -0.30 -0.44
O -9.661362 -6.173573 -6.783187 -0.79 0.31 0.85
C -9.110748 -5.085118 -5.999725 -0.55 -0.37 -1.04
N -12.968830 -8.010041 -7.215140 0.00 0.19 1.68
H -10.875943 -6.179845 -9.016086 -0.07 -0.04 -0.26
H -12.562505 -5.887674 -8.563180 -0.05 0.06 -0.07
H -12.179039 -7.276410 -9.588363 0.11 -0.07 0.04
H -10.943181 -8.289939 -7.731641 0.31 -0.24 0.12
H -10.843224 -7.223956 -5.408167 0.33 -0.53 0.01
H -11.646420 -5.883267 -6.039317 0.14 0.74 -0.29
H -8.279170 -4.740751 -6.614533 0.21 -0.06 0.43
H -8.826112 -5.344911 -4.980117 0.22 -0.43 -0.09
H -9.800659 -4.245874 -5.911519 -0.35 -0.02 -0.15
H -13.341861 -8.545404 -7.986071 0.26 0.09 -0.15
H -12.952443 -8.615983 -6.407268 -0.20 -0.19 0.12